An isolated ion of composition C32H61BClN4O2S2 and charge +1. Source: OMol25; level of theory: wB97M-V/def2-TZVPD.

Geometry as XYZ:
```
103
Properties=species:S:1:pos:R:3:forces:R:3:mulliken_charge:R:1
C -4.2169 -2.4163 2.2980 -0.56 -0.38 -0.94 -0.751
C -5.3480 -1.7065 3.2593 0.00 -0.19 0.61 -0.469
C -4.7266 -0.6441 4.3613 0.45 0.46 -0.51 -0.715
C -3.8213 0.5537 3.6785 -0.18 -0.31 -0.55 0.193
C -3.3165 1.6983 4.7887 -0.17 -1.55 0.38 -0.742
C -1.7504 2.1117 4.5456 0.24 -0.23 1.02 0.383
C -1.4628 3.7159 4.3873 0.14 0.37 0.30 -0.707
C -2.5868 4.5519 3.5389 0.72 0.36 -0.10 -0.826
C -3.0103 3.8944 2.0989 -1.07 1.70 -0.40 0.221
C -2.0641 4.4879 0.8621 0.14 -1.94 -0.34 -0.730
C -1.4184 3.1747 0.0698 0.38 1.11 -0.03 -0.736
C -0.5215 2.2468 1.1337 -0.72 -0.70 -1.59 0.851
C 0.6675 1.4610 0.2581 -0.72 0.67 -0.51 0.184
C 0.3124 -0.1083 0.2651 -1.89 1.89 1.78 -1.065
N 0.9647 -1.1243 -0.5484 -0.86 -2.01 0.21 0.988
C 0.2536 -2.4195 -0.0883 -0.67 -1.07 0.60 0.081
C -0.3355 -3.3390 -1.3011 -0.96 -0.34 0.66 -0.488
C -1.5525 -2.4647 -2.0159 -0.76 -0.36 1.43 -0.174
O -1.8998 -2.9266 -3.3701 -0.06 -0.30 1.53 -0.533
C 1.1497 -3.2723 1.0382 -2.06 -1.63 -0.78 -1.041
N 2.0765 -2.3476 1.7955 0.25 -1.07 1.14 0.353
C 2.9769 -1.4946 0.9180 1.95 1.47 -0.66 -0.662
C 4.4796 -2.0811 1.0985 1.63 0.94 0.21 -0.855
C 5.1818 -1.2217 2.3482 0.52 -0.41 0.09 -0.672
C 4.7085 -1.7250 3.8342 1.57 0.88 -0.25 -0.425
Cl 3.3748 -0.5034 4.3852 0.69 -1.47 -0.33 -0.184
C 2.4364 -1.2742 -0.6286 1.26 -0.82 0.87 0.073
C 2.9282 -2.4981 -1.6639 0.81 -0.26 0.10 -0.926
C 2.7069 -2.2561 -3.2470 0.70 -0.54 -2.00 -0.881
C 1.2705 -1.7781 -3.8010 -2.12 -1.00 0.29 0.617
S 1.3415 -0.9018 -5.4985 -1.44 0.62 -0.25 -0.192
C -0.0972 0.3072 -5.6668 -1.80 0.67 1.56 0.002
S -0.8747 1.0766 -4.3204 1.82 -1.81 -2.53 -0.098
N -0.6514 0.7167 -7.0350 1.45 0.66 0.60 0.193
C -0.3545 2.1753 -7.3251 -3.48 -1.78 -5.29 -0.119
C -1.0829 2.3763 -8.7822 1.35 -4.54 4.86 -0.298
N -1.6755 0.9967 -9.1383 1.73 -0.20 3.90 -0.526
C -1.4318 -0.0650 -8.0680 1.70 7.33 -1.41 -0.039
B 3.2877 0.0049 -1.2822 0.38 2.30 -0.72 0.151
O 4.6634 0.4088 -0.8725 -2.97 -0.23 1.42 -0.642
C 2.6526 1.0362 -2.4459 0.03 0.34 0.44 0.824
C 3.6348 1.2053 -3.7571 1.01 1.05 0.00 -1.005
H -4.5824 -3.5069 1.9856 0.72 2.36 0.74 0.369
H -3.1665 -2.5557 2.7970 -2.00 0.48 -0.78 0.157
H -4.1108 -1.8290 1.2684 0.00 -1.10 2.29 0.129
H -5.8687 -2.5822 3.8605 0.96 1.91 -1.18 0.286
H -6.1836 -1.1673 2.6181 1.84 -1.17 1.22 0.283
H -3.9895 -1.2420 5.0726 -1.74 1.27 -1.22 0.289
H -5.5887 -0.0998 4.9617 1.73 -1.46 -1.07 0.291
H -2.8986 0.0036 3.1626 -1.69 1.33 1.17 -0.292
H -4.4204 1.0530 2.7781 1.14 -1.00 1.99 0.256
H -3.3860 1.1346 5.8388 0.15 1.32 -2.20 0.360
H -4.0679 2.5923 4.8573 1.55 -1.65 -0.37 0.271
H -1.1601 1.7636 5.5233 -1.15 0.75 -2.16 0.398
H -1.3385 1.4410 3.6759 -0.74 1.62 1.53 -0.512
H -1.4421 4.1883 5.4755 -0.03 -1.00 -2.25 0.360
H -0.3755 3.9207 3.9412 -2.33 -0.60 0.88 0.225
H -2.1029 5.6145 3.2932 -1.15 -2.23 0.61 0.360
H -3.5025 4.7628 4.2369 1.62 -0.57 -1.47 0.330
H -3.0983 2.7277 2.0868 0.47 2.27 0.13 -0.408
H -4.1056 4.3042 1.8588 2.26 -1.02 0.60 0.394
H -1.1577 5.1155 1.2547 -1.80 -1.10 -0.63 0.291
H -2.6738 5.1089 0.0740 1.13 -1.12 1.76 0.306
H -0.7419 3.6417 -0.7904 -1.17 -1.20 1.81 0.357
H -2.2492 2.5281 -0.4887 1.72 1.33 1.42 0.204
H -1.2777 1.3988 1.4980 1.77 1.97 -0.31 -0.293
H -0.0927 2.8884 2.0132 -0.91 -1.34 -1.73 -0.251
H 0.5197 1.8657 -0.8554 0.83 -0.95 2.48 -0.124
H 1.7163 1.7481 0.7104 -1.88 -0.71 -1.09 0.024
H -0.8487 -0.1119 -0.0407 2.55 -0.09 0.63 0.306
H 0.2866 -0.4433 1.4121 0.06 0.78 -1.83 -0.189
H -0.7235 -2.1695 0.5591 2.21 -0.09 -1.70 0.395
H 0.4404 -3.7777 -2.0494 -1.38 1.12 1.34 0.136
H -0.8840 -4.2682 -0.7912 1.31 1.84 -1.03 0.513
H -1.3117 -1.2971 -1.9561 -0.37 -2.65 -0.84 -0.153
H -2.5002 -2.6093 -1.3046 1.97 0.35 -1.45 0.314
H -2.5062 -3.7289 -3.3536 1.18 1.61 0.42 0.349
H 1.7051 -4.2047 0.5470 -0.71 2.38 1.15 0.265
H 0.4240 -3.7542 1.8536 1.51 1.13 -1.87 0.413
H 2.6957 -2.9918 2.3771 -0.79 1.14 -0.88 0.460
H 1.5756 -1.7689 2.5366 0.48 -0.65 -1.36 0.571
H 2.9646 -0.4069 1.4106 -0.08 -2.48 -0.99 0.057
H 5.2107 -1.8992 0.1730 -2.08 -0.19 1.90 0.377
H 4.5464 -3.2594 1.2796 -0.45 2.48 -0.17 0.430
H 4.9291 -0.0617 2.2892 0.49 -2.59 -0.08 0.304
H 6.3648 -1.2916 2.2827 -2.54 -0.09 0.12 0.429
H 5.6154 -1.5339 4.5782 -2.23 -0.65 -1.49 0.359
H 4.3435 -2.8356 3.8833 0.57 2.25 0.04 0.299
H 4.1126 -2.6340 -1.5590 -2.63 0.43 -0.04 0.312
H 2.4875 -3.5432 -1.3769 0.65 2.12 -0.45 0.361
H 2.8954 -3.3288 -3.7486 -0.35 2.35 1.15 0.362
H 3.5337 -1.5801 -3.7845 -1.66 -1.26 1.69 0.329
H 0.6240 -2.7591 -4.0157 1.31 2.31 0.44 0.540
H 0.6121 -1.0970 -3.1326 1.50 -1.15 -0.93 -0.919
H 0.2373 2.9465 -6.6732 -1.35 -2.22 -1.14 0.307
H -1.1421 3.3865 -9.3971 -0.03 -2.82 1.26 0.302
H -1.7621 -1.1856 -8.0010 0.83 2.72 -0.15 0.313
H 4.5790 0.9202 0.0008 0.40 -1.14 -1.80 0.288
H 2.6585 2.1034 -1.9089 -0.07 -2.24 -1.00 0.332
H 1.5328 0.8179 -2.6924 2.15 0.36 0.16 -0.551
H 4.4927 0.3765 -3.7988 -2.06 1.72 -0.11 0.259
H 3.0604 1.3063 -4.7822 1.13 -0.54 2.26 0.157
H 4.2280 2.2340 -3.6310 -1.25 -2.31 -0.26 0.304
```
Forces are in eV/Å.

- E_tot (Ha) = -2905.90335
- net charge = +1
- highest occupied orbital energy (eV) = -9.92
- Kohn-Sham gap (eV) = 7.062
- F_max (eV/Å) = 7.7

---

C32H61BGeN10O3RbSSe as an isolated structure. Source: OMol25; level of theory: wB97M-V/def2-TZVPD.

Geometry as XYZ:
```
111
Properties=species:S:1:pos:R:3:forces:R:3:mulliken_charge:R:1
Rb 0.2341 -0.4605 0.7850 -0.24 0.07 -0.22 0.104
C -1.2810 3.7004 1.6392 0.03 -0.01 0.02 -1.067
C 0.0192 3.3819 2.3098 -0.03 -0.03 0.03 0.278
C 0.8581 4.2673 3.0167 -0.08 0.04 0.03 -1.375
C 1.8852 3.4811 3.4937 0.03 -0.10 -0.04 0.633
C 3.0544 3.8894 4.3345 -0.04 0.03 -0.02 -1.335
N 1.6636 2.2165 3.0621 -0.09 -0.17 -0.03 1.347
N 0.5107 2.1527 2.3300 0.28 0.40 0.14 0.182
B 2.3055 0.9133 3.6356 -0.07 -0.10 0.01 -1.541
N 1.2396 0.1143 4.4044 -0.02 0.12 -0.25 0.493
N 0.1454 -0.3654 3.7581 -0.04 -0.08 0.39 0.089
C -0.6257 -0.9070 4.6842 0.02 -0.01 0.03 0.692
C -1.9227 -1.5584 4.3146 0.03 0.00 0.02 -1.324
C -0.0331 -0.7785 5.9610 -0.07 -0.04 -0.02 -1.478
C 1.1545 -0.1184 5.7318 0.06 0.02 -0.07 0.710
C 2.2069 0.3091 6.7033 -0.03 -0.03 0.03 -1.252
N 2.9187 0.0119 2.5190 -0.08 -0.11 0.06 2.134
N 2.5384 -1.2822 2.3482 0.25 0.03 -0.07 -1.039
C 3.3633 -1.8000 1.4509 0.16 0.12 0.01 0.578
C 3.2355 -3.2352 1.0512 0.00 0.02 -0.07 -0.989
C 4.3125 -0.8398 1.0357 -0.04 -0.06 -0.01 -1.201
C 3.9919 0.2960 1.7503 -0.09 0.06 0.12 0.477
C 4.6585 1.6300 1.8103 0.02 0.01 -0.05 -0.996
H -1.6503 4.6705 1.9759 0.00 -0.02 0.00 0.365
H -2.0309 2.9441 1.8804 0.03 0.00 -0.01 0.260
H -1.1885 3.7258 0.5527 0.00 0.01 -0.01 -0.118
H 0.7160 5.3233 3.1917 0.00 -0.04 -0.03 0.452
H 2.9469 4.9388 4.6085 0.00 0.01 -0.01 0.403
H 3.9990 3.7736 3.7991 -0.01 -0.01 0.00 0.144
H 3.1296 3.3003 5.2478 -0.03 0.00 0.00 0.160
H 3.1876 1.2515 4.3915 -0.06 -0.04 -0.07 -0.147
H -2.2163 -1.2828 3.3009 0.02 0.01 0.01 0.166
H -2.7209 -1.2592 4.9977 0.01 0.00 -0.01 0.367
H -1.8472 -2.6487 4.3581 0.01 0.02 0.01 0.246
H -0.4129 -1.1169 6.9132 0.00 0.01 -0.05 0.409
H 1.9480 -0.0539 7.6979 0.00 0.01 0.00 0.351
H 2.2971 1.3964 6.7500 -0.02 -0.01 -0.01 0.167
H 3.1873 -0.0869 6.4350 -0.02 -0.01 -0.01 0.249
H 2.2620 -3.6161 1.3574 0.00 0.01 0.01 0.108
H 4.0052 -3.8456 1.5287 0.02 -0.01 -0.01 0.355
H 3.3292 -3.3623 -0.0296 -0.01 0.01 0.01 0.154
H 5.1129 -0.9558 0.3201 -0.02 -0.01 0.02 0.446
H 5.4626 1.6814 1.0763 0.01 0.00 0.01 0.369
H 5.0849 1.8031 2.8022 -0.01 -0.01 -0.02 0.309
H 3.9537 2.4420 1.6150 0.01 -0.05 -0.01 -0.058
C -4.2807 -2.4259 -0.7194 0.03 -0.03 -0.05 -0.724
C -3.0655 -3.3530 -0.6652 -0.01 0.05 -0.03 0.009
C -2.3653 -2.8864 0.6028 -0.04 0.06 -0.03 -0.030
O -2.6879 -1.4923 0.7505 0.06 -0.04 -0.03 -0.279
C -3.6764 -1.1211 -0.2283 0.13 -0.06 0.01 0.537
H -5.0649 -2.7695 -0.0396 -0.01 -0.01 0.00 0.371
H -4.6957 -2.3308 -1.7230 0.00 -0.01 0.01 0.375
H -2.4253 -3.1677 -1.5311 0.00 -0.03 0.04 -0.391
H -3.3215 -4.4128 -0.6317 -0.03 0.01 0.00 0.475
H -1.2852 -2.9990 0.5210 0.04 -0.03 0.05 -0.105
H -2.7190 -3.4234 1.4892 -0.03 0.01 0.03 0.222
H -3.1868 -0.5935 -1.0503 0.01 0.02 -0.02 -0.586
H -4.3932 -0.4537 0.2514 -0.02 0.01 0.04 0.282
C -3.7519 2.0053 -5.0985 0.10 -0.03 -0.13 -0.896
Ge -4.5506 2.4719 -3.3972 -0.14 -0.07 0.09 0.474
C -5.4795 0.9266 -2.6647 -0.03 -0.11 0.04 -0.884
C -5.8379 3.9304 -3.6523 -0.07 0.08 -0.03 -1.239
C -3.2626 3.1375 -2.0854 0.13 0.11 0.02 -1.149
Se -1.7351 1.9828 -1.7339 0.17 -0.06 0.00 0.257
C -0.7465 2.2811 -3.3783 0.02 -0.04 0.03 -0.869
H -4.5415 1.7172 -5.7952 0.02 0.00 -0.01 0.400
H -3.0796 1.1543 -4.9759 -0.06 -0.01 -0.05 0.011
H -3.2012 2.8446 -5.5265 0.01 -0.04 -0.01 0.343
H -6.3339 0.6791 -3.2978 0.00 -0.02 0.03 0.427
H -5.8382 1.1203 -1.6517 -0.01 -0.01 -0.02 0.349
H -4.8043 0.0698 -2.6474 0.00 0.01 -0.02 0.018
H -6.6124 3.6435 -4.3667 0.01 0.02 0.02 0.360
H -5.3315 4.8195 -4.0339 -0.04 0.00 0.01 0.352
H -6.3195 4.1871 -2.7063 0.00 0.01 -0.04 0.350
H -3.7636 3.2463 -1.1211 -0.03 0.01 -0.01 0.424
H -2.8999 4.1267 -2.3728 0.05 0.01 0.05 0.419
H -1.2208 1.7983 -4.2250 0.03 0.01 0.01 0.175
H 0.2314 1.8227 -3.2389 0.00 0.00 0.03 0.133
H -0.6313 3.3520 -3.5431 0.00 0.01 0.00 0.422
S -2.1868 -1.6059 -3.8037 0.20 0.12 -0.16 -0.319
C -1.0590 -0.9106 -4.8252 -0.23 -0.11 0.00 0.314
N -0.2780 -0.4181 -5.5380 -0.01 -0.01 0.07 -0.756
C 1.7989 3.5917 -0.5642 0.06 0.07 -0.06 -0.528
C 2.5069 2.3154 -0.9296 -0.07 -0.06 0.10 0.407
N 3.7628 2.4397 -1.4417 -0.03 0.03 -0.04 -0.384
O 2.0002 1.2198 -0.7723 -0.05 -0.04 -0.07 -0.022
H 2.0510 3.8629 0.4650 0.00 -0.02 -0.02 0.194
H 0.7266 3.4163 -0.6083 0.00 -0.01 -0.03 -0.425
H 2.0733 4.4123 -1.2299 0.01 0.00 0.04 0.500
H 4.2303 3.3264 -1.4674 0.00 0.00 0.00 0.195
H 4.2959 1.5972 -1.5757 0.00 -0.01 0.01 0.257
C 2.9993 -3.3577 -3.4831 -0.06 0.02 0.02 -1.400
N 1.8006 -2.8191 -2.8720 0.06 -0.02 0.12 0.453
C 1.6740 -1.3649 -2.8746 0.10 -0.02 -0.03 -0.976
C 1.1007 -3.4763 -1.9039 -0.14 0.38 -0.32 -0.290
O 0.4854 -2.8567 -1.0453 -0.02 -0.05 0.44 0.739
N 1.0955 -4.8680 -1.9597 0.05 -0.08 -0.02 0.139
C 0.7448 -5.4841 -3.2352 -0.01 -0.02 0.04 -1.153
C 0.4357 -5.5059 -0.8341 -0.06 -0.02 -0.03 -0.786
H 3.8676 -2.7610 -3.1862 0.01 0.01 0.01 0.365
H 2.9315 -3.3352 -4.5735 -0.02 0.01 -0.02 0.333
H 3.1644 -4.3809 -3.1566 0.01 -0.01 0.02 0.488
H 2.0749 -0.9895 -3.8151 -0.05 0.00 -0.01 0.324
H 2.2102 -0.9120 -2.0350 0.01 -0.02 -0.01 0.589
H 0.6240 -1.0847 -2.8238 0.02 -0.04 0.02 -0.313
H 1.2012 -4.9579 -4.0662 -0.01 0.02 -0.01 0.379
H -0.3402 -5.4751 -3.3895 -0.02 0.01 0.01 0.324
H 1.0906 -6.5192 -3.2435 0.01 -0.01 0.00 0.348
H 0.7316 -5.0240 0.0931 0.02 0.00 0.00 0.127
H 0.7326 -6.5556 -0.8038 -0.01 0.00 -0.02 0.336
H -0.6572 -5.4483 -0.9154 0.02 0.01 0.01 0.229
```
Forces are in eV/Å.

- relative energy (zero: lowest compared OMol25 entry of this formula, charge and spin) (eV) = 0.497
- E_tot (Ha) = -6954.95357
- net charge = -1
- highest occupied orbital energy (eV) = -4.52
- Kohn-Sham gap (eV) = 6.356
- F_max (eV/Å) = 0.5